A structure of composition C6H12Cl6 in a non-equilibrium geometry, computed with ωB97M-V with the def2-TZVPD basis set.

```
! RIJCOSX wB97M-V def2-TZVPD def2/J DEFGRID3
* xyz 0 1
Cl -1.68695 -0.32164 -0.48943
C -3.14697 0.63929 -0.79387
C -4.35152 -0.33432 -0.90232
Cl -4.82953 -1.22362 0.61347
H -3.13802 1.23334 -1.70773
H -3.34134 1.18944 0.12681
H -4.15407 -1.03013 -1.71778
H -5.17346 0.31609 -1.20146
Cl 4.71232 2.16968 -0.82608
C 4.31009 0.64821 -0.02527
C 2.83412 0.55920 0.30170
Cl 2.50015 -0.90466 1.27965
H 4.94839 0.68942 0.85733
H 4.68004 -0.22496 -0.56267
H 2.21876 0.49686 -0.59583
H 2.40490 1.34162 0.92755
Cl 0.64310 0.66834 2.24155
C 0.16305 0.11688 0.59027
C 0.04087 -1.40934 0.58875
Cl 0.36677 -2.02971 -1.02537
H 0.89046 0.49682 -0.12710
H -0.82931 0.51317 0.37515
H -0.92876 -1.81166 0.88213
H 0.86691 -1.78841 1.19046
*
```

Its strongest force on any atom is 11.86 eV Å⁻¹. The value obtained for the total energy is -81544.76934 eV. Its HOMO energy is -8.686 eV. For the energy above the lowest of the compared OMol25 structures with the same formula, charge and spin, the calculation gives 7.240 eV.

=====

A structure of composition C20H25N3O3S2Tl in a non-equilibrium geometry, computed with ωB97M-V with the def2-TZVPD basis set.

```
! RIJCOSX wB97M-V def2-TZVPD def2/J DEFGRID3
* xyz 1 1
C -4.51108 -1.83236 -2.85044
C -4.51045 -3.17086 -3.06301
H -5.06523 -1.15664 -3.49578
H -4.04214 -1.49403 -1.94166
C -3.61165 -4.00461 -2.27703
C -2.68869 -3.46472 -1.41573
H -2.51331 -2.40261 -1.32054
H -2.04488 -4.12893 -0.83831
C -5.46885 -3.76673 -4.07105
H -6.04233 -2.95021 -4.52112
H -6.18591 -4.45655 -3.60054
H -4.96442 -4.30858 -4.88469
C -3.76565 -5.49825 -2.44444
H -3.66778 -5.78478 -3.50117
H -4.75634 -5.85155 -2.11537
H -3.00813 -6.03878 -1.87464
Tl 2.33241 1.10044 -0.35839
O -0.37234 1.20711 0.27129
C -0.90612 0.21773 0.80857
O 1.69080 0.65086 2.12179
C 0.68289 0.24960 2.70921
O 0.65214 0.05202 4.02906
N -0.54203 -0.11183 2.13167
C -0.62538 -0.56822 4.39137
C -1.43554 -0.69558 3.12440
H -1.11667 0.06845 5.13628
H -0.42144 -1.55493 4.82303
H -2.38619 -0.15153 3.19050
H -1.63289 -1.74264 2.87152
C -1.87001 -0.61722 0.09118
C -2.21878 -0.16322 -1.13462
H -2.29593 -1.45757 0.66418
H -1.61315 0.60452 -1.60380
H -3.12451 -0.43910 -1.60925
C 5.51974 -0.30049 1.70892
C 5.71898 1.11505 1.29879
N 4.77286 1.89287 0.87382
C 5.20125 3.19432 0.62057
C 6.56945 3.36285 0.83796
S 7.30570 1.90237 1.38799
C 4.23024 4.19874 0.25884
C 4.43743 5.55879 0.09706
S 2.96329 6.39674 -0.17292
C 2.09885 4.85885 -0.06748
N 2.88766 3.83731 0.12373
C 0.61938 4.80536 -0.15301
H 5.90169 -0.96425 0.91943
H 6.09960 -0.47920 2.62430
H 4.45575 -0.49816 1.89678
H 7.09874 4.29138 0.68300
H 5.41038 6.03379 0.14990
H 0.21426 5.55641 0.53955
H 0.31472 5.08594 -1.17071
H 0.22959 3.81264 0.10100
*
```

Its strongest force on any atom is 2.75 eV Å⁻¹. The value obtained for the total energy is -58115.95007 eV. Its HOMO energy is -10.399 eV. For the energy above the lowest of the compared OMol25 structures with the same formula, charge and spin, the calculation gives 0.648 eV.

=====

A cluster of 2 separate species, C3H8N3 in total in a non-equilibrium geometry, computed with ωB97M-V with the def2-TZVPD basis set.

```
! RIJCOSX wB97M-V def2-TZVPD def2/J DEFGRID3
* xyz 1 1
C -0.08382 1.17756 -0.79740
C -0.85583 -1.68658 0.66839
C 0.33000 -1.67331 0.03019
N 1.71984 1.11840 0.77553
N 0.86127 1.41490 -0.09250
N -1.20380 1.42913 -1.38732
H -0.98298 -2.49092 1.41742
H 2.10843 1.97633 1.19930
H -1.77502 -1.11555 0.62908
H 1.09654 -2.37562 0.24556
H 0.57478 -0.94708 -0.75633
H 1.68415 0.29376 1.41537
H -1.40205 1.27256 -2.39645
H -2.07150 1.60641 -0.95083
*
```

Its strongest force on any atom is 5.03 eV Å⁻¹. The value obtained for the total energy is -7700.61044 eV. Its HOMO energy is -14.142 eV. For the energy above the lowest of the compared OMol25 structures with the same formula, charge and spin, the calculation gives 4.668 eV.

=====

An isolated molecule of C19H19FN4O5S2 in a non-equilibrium geometry, computed with ωB97M-V with the def2-TZVPD basis set.

```
! RIJCOSX wB97M-V def2-TZVPD def2/J DEFGRID3
* xyz 0 1
C -1.28998 -3.41353 -1.14005
C -1.14278 -2.22160 -0.20198
N -1.70155 -1.00714 -0.77124
C -2.88274 -0.44273 -0.26300
C -3.96297 -1.25632 0.07728
C -5.12761 -0.70514 0.56374
C -5.25666 0.67667 0.71116
O -6.45224 1.11742 1.18817
C -6.64555 2.50341 1.33966
C -4.18043 1.48839 0.37202
C -3.00436 0.92911 -0.09918
S -0.71661 -0.14313 -1.74732
O 0.21017 -1.03095 -2.38206
O -1.45137 0.76924 -2.55975
C 0.33479 0.79797 -0.62958
N 0.44337 0.55531 0.62918
N 1.45893 1.16668 1.20832
C 2.17874 1.86059 0.38453
N 3.27326 2.56778 0.80298
C 4.51392 2.73648 0.23432
O 5.34213 3.40921 0.79703
C 4.81836 2.05933 -1.09846
O 4.10186 0.89372 -1.40798
C 4.11076 -0.16669 -0.53831
C 3.22195 -1.19795 -0.84824
C 3.12568 -2.30039 -0.02555
C 3.92371 -2.36576 1.10407
F 3.82803 -3.43954 1.91559
C 4.81442 -1.35985 1.42169
C 4.90791 -0.25159 0.59615
S 1.54904 1.85715 -1.26202
H -2.33558 -3.59344 -1.37601
H -0.75421 -3.21471 -2.06376
H -0.87613 -4.30306 -0.67153
H -1.63816 -2.40690 0.75337
H -0.08376 -2.03328 -0.00666
H -3.89263 -2.32548 -0.04165
H -5.96523 -1.32979 0.83016
H -7.66229 2.61913 1.71177
H -6.54779 3.02939 0.38477
H -5.94496 2.93036 2.06447
H -4.23677 2.55997 0.47601
H -2.17914 1.57362 -0.35181
H 3.22616 2.88365 1.76801
H 4.57178 2.76542 -1.89969
H 5.90305 1.88572 -1.12343
H 2.60458 -1.11825 -1.72995
H 2.44035 -3.10082 -0.25301
H 5.42497 -1.44027 2.30656
H 5.60358 0.53260 0.85122
*
```

Its strongest force on any atom is 1.66 eV Å⁻¹. The value obtained for the total energy is -60595.20581 eV. Its structure (SMILES) is CCN(c1ccc(OC)cc1)S(=O)(=O)c1nnc(NC(=O)COc2ccc(F)cc2)s1. Its HOMO energy is -8.272 eV. For the energy above the lowest of the compared OMol25 structures with the same formula, charge and spin, the calculation gives 0.236 eV.

=====

A cluster of 2 separate species, C3H7FNO in total in a non-equilibrium geometry, computed with ωB97M-V with the def2-TZVPD basis set.

```
! RIJCOSX wB97M-V def2-TZVPD def2/J DEFGRID3
* xyz 1 1
C -4.39914 0.32889 0.28480
C -1.06810 0.44953 0.22939
C -0.12442 -0.63742 0.10925
N 1.33188 -0.12795 -0.19849
O -4.99293 0.21010 1.28074
F -4.70733 0.17920 -0.93056
H -1.59723 0.69418 1.14630
H -1.22337 1.18613 -0.56330
H 0.13764 -1.20467 1.09954
H -0.35658 -1.25140 -0.69106
H 1.91989 -0.92405 -0.74458
H 1.86370 0.27964 0.65947
H 1.43588 0.59347 -0.94665
*
```

Its strongest force on any atom is 3.98 eV Å⁻¹. The value obtained for the total energy is -9465.84604 eV. Its HOMO energy (alpha / beta) is -11.583 / -10.635 eV. For the energy above the lowest of the compared OMol25 structures with the same formula, charge and spin, the calculation gives 6.469 eV.

=====

A cluster of 2 separate species, C2H4NO2P in total in a non-equilibrium geometry, computed with ωB97M-V with the def2-TZVPD basis set.

```
! RIJCOSX wB97M-V def2-TZVPD def2/J DEFGRID3
* xyz 0 1
O 3.15478 1.13486 -0.69128
N 2.18019 1.73855 -0.74117
P 0.94729 2.33116 -0.64715
C -0.67402 -0.31738 -0.15246
C -1.18766 -1.21367 0.91623
O -1.34780 -2.35973 0.60532
H -1.46861 0.04306 -0.88214
H -0.10260 -1.12955 -0.77508
H 0.02824 0.45095 0.47578
H -1.52981 -0.67824 1.89196
*
```

Its strongest force on any atom is 12.37 eV Å⁻¹. The value obtained for the total energy is -17008.03799 eV. Its structure (SMILES) is [O-][N+]#P.CC=O. Its HOMO energy is -9.548 eV. For the energy above the lowest of the compared OMol25 structures with the same formula, charge and spin, the calculation gives 5.371 eV.